{"formula": "C28H45N2O", "method": "the ωB97M-V functional and the def2-TZVPD basis", "elements": ["C", "C", "C", "C", "C", "C", "C", "C", "C", "C", "C", "C", "C", "C", "C", "N", "N", "C", "O", "H", "H", "H", "H", "H", "H", "H", "H", "H", "H", "H", "H", "H", "H", "H", "H", "H", "H", "H", "H", "H", "H", "H", "H", "H", "H", "H", "H", "H", "H", "H", "H", "H", "C", "C", "C", "C", "C", "C", "H", "H", "H", "H", "H", "H", "C", "C", "C", "C", "C", "C", "H", "H", "H", "H", "H", "H"], "xyz": [[4.541, -0.385, 2.172], [5.040, -1.495, 1.219], [5.666, -0.974, -0.074], [4.643, -0.513, -1.127], [4.278, 0.989, -1.088], [2.924, 1.261, -0.417], [2.312, 2.575, -0.901], [0.780, 2.621, -0.738], [0.341, 3.310, 0.574], [-0.484, 2.340, 1.432], [-1.923, 2.259, 0.959], [-2.760, 1.347, 1.850], [-3.823, 0.574, 1.093], [-3.211, -0.564, 0.218], [-3.204, -0.188, -1.244], [-2.934, -1.338, -2.206], [-2.815, -2.639, -1.598], [-1.627, -2.937, -1.397], [-0.568, -2.974, -0.929], [4.973, 0.586, 1.964], [3.462, -0.335, 2.119], [4.817, -0.649, 3.185], [5.749, -2.112, 1.755], [4.193, -2.112, 0.946], [6.211, -1.802, -0.511], [6.358, -0.173, 0.152], [3.728, -1.088, -1.031], [5.081, -0.731, -2.094], [5.044, 1.534, -0.554], [4.231, 1.345, -2.113], [3.088, 1.353, 0.649], [2.266, 0.433, -0.650], [2.787, 3.428, -0.436], [2.525, 2.649, -1.966], [0.360, 3.088, -1.621], [0.451, 1.586, -0.699], [1.221, 3.562, 1.154], [-0.252, 4.197, 0.397], [-0.447, 2.665, 2.467], [-0.012, 1.360, 1.401], [-2.324, 3.262, 0.909], [-1.883, 1.878, -0.064], [-3.280, 1.978, 2.563], [-2.166, 0.659, 2.444], [-4.454, 0.101, 1.829], [-4.398, 1.202, 0.421], [-2.180, -0.712, 0.527], [-3.759, -1.468, 0.447], [-4.107, 0.327, -1.542], [-2.395, 0.513, -1.392], [-2.098, -1.140, -2.762], [-3.699, -1.375, -2.877], [0.017, -1.109, -4.794], [0.435, -0.232, -3.798], [1.052, 0.964, -4.138], [1.232, 1.290, -5.473], [0.805, 0.419, -6.468], [0.202, -0.783, -6.130], [-0.450, -2.052, -4.524], [0.292, -0.489, -2.751], [1.389, 1.641, -3.362], [1.708, 2.224, -5.741], [0.947, 0.677, -7.509], [-0.120, -1.466, -6.905], [-3.885, -2.063, 6.232], [-2.598, -2.360, 5.805], [-2.361, -2.664, 4.472], [-3.411, -2.663, 3.565], [-4.699, -2.363, 3.990], [-4.936, -2.067, 5.325], [-4.069, -1.830, 7.272], [-1.779, -2.355, 6.513], [-1.358, -2.902, 4.141], [-3.226, -2.898, 2.523], [-5.518, -2.362, 3.282], [-5.940, -1.839, 5.659]], "mulliken_charge": [-0.902, -0.456, -0.846, -0.765, -0.719, -0.154, -1.650, -0.084, -1.080, -0.987, 0.139, -0.957, -1.076, -0.411, -0.838, 0.474, -0.676, 0.733, -0.250, 0.270, 0.089, 0.410, 0.380, 0.287, 0.351, 0.356, 0.322, 0.400, 0.374, 0.493, 0.085, 0.411, 0.462, 0.636, 0.571, -0.145, 0.458, 0.391, 0.479, 0.437, 0.430, -0.234, 0.429, 0.474, 0.338, 0.459, 0.365, 0.585, 0.329, 0.313, 0.024, 0.453, -0.402, -0.382, -0.048, -0.567, -0.420, -0.539, 0.363, 0.618, 0.217, 0.414, 0.385, 0.382, -0.403, -0.414, -0.465, -0.198, -0.370, -0.470, 0.379, 0.382, 0.385, 0.392, 0.408, 0.378], "e_tot_ha": -1278.31939, "homo_energy_ev": -11.46, "spin_multiplicity": 1, "charge": 1}



{"formula": "C28H45NOP2Ti", "method": "the ωB97M-V functional and the def2-TZVPD basis", "elements": ["Ti", "C", "C", "C", "P", "C", "C", "C", "C", "C", "C", "C", "C", "C", "N", "C", "C", "C", "C", "C", "C", "P", "C", "C", "C", "C", "C", "C", "H", "H", "H", "H", "H", "H", "H", "H", "H", "H", "H", "H", "H", "H", "H", "H", "H", "H", "H", "H", "H", "H", "H", "H", "H", "H", "H", "H", "H", "H", "H", "H", "H", "H", "H", "H", "C", "C", "C", "C", "O", "H", "H", "H", "H", "H", "H", "H", "H", "H"], "xyz": [[0.041, 0.097, -0.305], [-2.863, 1.750, -2.635], [-2.055, 2.888, -2.006], [-1.091, 3.488, -3.031], [-1.225, 2.256, -0.503], [-0.403, 3.650, 0.388], [1.112, 3.687, 0.186], [-1.029, 5.013, 0.093], [-2.574, 1.837, 0.632], [-3.605, 2.739, 0.892], [-4.420, 2.601, 2.001], [-4.122, 1.586, 2.898], [-3.116, 0.669, 2.636], [-2.377, 0.718, 1.451], [-1.385, -0.270, 1.085], [-1.422, -1.533, 1.782], [-2.611, -2.092, 2.259], [-2.597, -3.197, 3.096], [-1.397, -3.790, 3.466], [-0.237, -3.348, 2.858], [-0.241, -2.267, 1.976], [1.038, -1.981, 0.726], [2.700, -2.103, 1.483], [2.720, -1.161, 2.693], [3.220, -3.501, 1.859], [0.707, -3.356, -0.499], [1.956, -3.880, -1.213], [-0.108, -4.522, 0.052], [-3.299, 2.088, -3.579], [-3.671, 1.414, -1.987], [-2.226, 0.897, -2.864], [-2.755, 3.652, -1.663], [-0.645, 2.696, -3.631], [-0.282, 4.072, -2.590], [-1.636, 4.143, -3.712], [-0.613, 3.392, 1.427], [1.375, 4.014, -0.822], [1.592, 2.723, 0.343], [1.568, 4.385, 0.891], [-0.857, 5.321, -0.940], [-0.583, 5.773, 0.739], [-2.103, 5.022, 0.279], [-3.760, 3.578, 0.224], [-5.232, 3.291, 2.186], [-4.681, 1.498, 3.822], [-2.905, -0.089, 3.376], [-3.557, -1.642, 1.992], [-3.536, -3.588, 3.468], [-1.375, -4.614, 4.167], [0.686, -3.879, 3.046], [3.364, -1.681, 0.723], [2.150, -1.577, 3.525], [2.303, -0.181, 2.470], [3.749, -1.014, 3.024], [2.448, -4.169, 2.238], [3.977, -3.405, 2.640], [3.693, -3.995, 1.016], [0.098, -2.849, -1.247], [2.516, -4.552, -0.568], [2.632, -3.104, -1.556], [1.653, -4.455, -2.090], [0.414, -5.024, 0.870], [-0.250, -5.253, -0.748], [-1.089, -4.219, 0.416], [1.923, -0.557, -3.705], [2.298, 0.359, -2.562], [3.570, -0.078, -1.863], [2.465, 1.790, -3.019], [1.211, 0.295, -1.584], [2.709, -0.558, -4.463], [0.994, -0.229, -4.177], [1.788, -1.582, -3.352], [4.420, 0.033, -2.537], [3.523, -1.115, -1.550], [3.751, 0.540, -0.982], [3.339, 1.862, -3.670], [2.627, 2.451, -2.167], [1.601, 2.143, -3.575]], "mulliken_charge": [-0.650, -1.621, 0.660, -1.594, 0.993, 0.400, -1.269, -1.472, 0.634, -0.529, -1.035, -0.852, -0.566, -0.382, 0.926, -0.796, -0.667, -0.750, -1.053, -0.207, 0.867, 0.625, 0.975, -1.613, -1.299, 0.841, -1.547, -1.620, 0.473, 0.311, 0.214, 0.648, 0.354, 0.357, 0.413, 0.562, 0.218, 0.175, 0.503, 0.286, 0.472, 0.310, 0.302, 0.459, 0.393, 0.639, 0.737, 0.445, 0.442, 0.307, 0.058, 0.317, 0.304, 0.494, 0.183, 0.445, 0.334, 0.286, 0.451, 0.104, 0.453, 0.287, 0.503, 0.324, -1.624, 1.531, -1.394, -1.437, 0.063, 0.414, 0.328, 0.251, 0.550, 0.059, 0.336, 0.488, 0.266, 0.205], "e_tot_ha": -2755.95588, "homo_energy_ev": [-10.25, -10.25], "relative_energy_kj_mol": 41.27, "spin_multiplicity": 2, "charge": 1}